1.
{"formula": "C5H16ClPTa", "method": "ωB97M-V with the def2-TZVPD basis set", "orbital_gap_ev": 7.260, "total_charge": -1, "symbols": ["C", "P", "C", "Ta", "C", "C", "C", "Cl", "H", "H", "H", "H", "H", "H", "H", "H", "H", "H", "H", "H", "H", "H", "H", "H"], "coordinates": [[3.003, -0.592, 0.280], [1.804, 0.314, -0.778], [1.073, -1.166, -1.631], [0.162, 1.920, 0.374], [-1.656, 0.952, -0.523], [-2.419, -0.043, 0.378], [-1.658, -1.355, 0.504], [-2.184, -2.343, 1.939], [3.856, 0.049, 0.542], [2.573, -0.946, 1.225], [3.422, -1.458, -0.254], [0.702, -1.918, -0.923], [0.220, -0.816, -2.227], [1.799, -1.633, -2.307], [0.295, 0.971, 1.955], [1.812, 2.570, 0.943], [0.105, 3.504, -0.601], [-0.776, 2.773, 1.686], [-1.452, 0.481, -1.501], [-2.300, 1.822, -0.753], [-2.553, 0.370, 1.387], [-3.423, -0.258, -0.021], [-1.813, -2.018, -0.351], [-0.591, -1.179, 0.654]], "forces_ev_per_a": [[0.830, -0.044, 0.380], [-0.384, -0.187, 0.329], [-0.382, 0.116, -0.097], [-0.470, 0.172, 0.183], [0.244, -0.479, -0.629], [-0.070, -0.021, 0.143], [0.105, -0.090, 0.063], [-0.084, 0.122, -0.156], [-0.253, -0.029, -0.031], [-0.072, 0.063, -0.254], [-0.147, 0.170, 0.008], [0.147, 0.058, -0.159], [0.162, -0.194, 0.035], [-0.074, 0.072, 0.121], [0.086, 0.387, -0.302], [0.231, -0.332, -0.310], [0.029, 0.070, 0.458], [0.077, -0.117, -0.076], [-0.204, 0.085, 0.140], [0.147, -0.081, 0.154], [0.049, -0.017, -0.210], [0.124, 0.035, 0.143], [0.103, 0.210, 0.057], [-0.196, 0.030, 0.009]], "mulliken_charge": [-0.991, -0.084, -1.071, 0.391, -1.267, -0.412, 0.038, -0.286, 0.318, 0.279, 0.318, 0.263, 0.290, 0.434, -0.135, -0.102, -0.209, -0.188, 0.260, 0.352, 0.318, 0.314, 0.355, -0.187]}



2.
{"formula": "C5H16N2O", "method": "ωB97M-V with the def2-TZVPD basis set", "orbital_gap_ev": [2.117, 9.634], "total_charge": -1, "relative_energy_kcal_mol": 10.1, "multiplicity": 2, "symbols": ["C", "C", "N", "N", "H", "H", "H", "H", "H", "H", "H", "H", "C", "O", "C", "C", "H", "H", "H", "H", "H", "H", "H", "H"], "coordinates": [[-0.603, 1.992, 0.876], [-1.634, 1.118, 1.572], [-1.071, -0.191, 1.849], [-1.091, 3.376, 0.799], [0.358, 1.905, 1.386], [-0.450, 1.624, -0.141], [-1.996, 1.654, 2.461], [-2.488, 0.997, 0.901], [-1.763, -0.825, 2.226], [-0.310, -0.128, 2.514], [-1.039, 3.796, 1.721], [-0.473, 3.928, 0.216], [1.301, -2.471, -0.934], [0.787, -3.039, 0.260], [0.647, -1.124, -1.159], [1.042, -0.514, -2.491], [2.389, -2.369, -0.864], [1.097, -3.136, -1.784], [1.379, -3.763, 0.520], [-0.434, -1.260, -1.083], [0.921, -0.482, -0.323], [0.762, -1.168, -3.320], [0.549, 0.443, -2.643], [2.122, -0.364, -2.560]], "forces_ev_per_a": [[-0.150, 0.134, -0.211], [0.020, 0.004, -0.097], [-0.089, 0.076, -0.011], [0.074, -0.025, 0.057], [0.109, -0.053, 0.113], [0.010, -0.008, 0.058], [-0.038, 0.041, 0.083], [-0.022, 0.045, 0.076], [0.058, -0.050, -0.026], [0.057, -0.097, -0.018], [-0.073, -0.002, 0.020], [0.020, -0.033, -0.072], [-0.139, -0.200, 0.163], [0.105, -0.004, -0.101], [0.021, -0.243, 0.249], [0.050, -0.166, -0.072], [0.044, 0.090, -0.112], [0.059, 0.069, -0.060], [-0.038, -0.008, 0.072], [-0.009, 0.073, -0.065], [-0.014, 0.133, -0.014], [-0.064, -0.004, -0.027], [0.001, 0.155, -0.062], [0.009, 0.074, 0.058]], "mulliken_charge": [-0.199, -0.624, -0.598, -0.480, 0.182, -0.336, 0.330, 0.270, 0.231, 0.349, 0.253, 0.288, -2.266, 0.722, 0.450, -1.139, 0.565, -0.071, 0.083, 0.134, -0.161, 0.384, 0.164, 0.468]}



3.
{"formula": "C5H16N2O", "method": "ωB97M-V with the def2-TZVPD basis set", "orbital_gap_ev": [2.538, 9.124], "total_charge": -1, "relative_energy_kcal_mol": 0.0, "multiplicity": 2, "symbols": ["C", "C", "C", "C", "C", "N", "N", "H", "H", "H", "H", "H", "H", "H", "H", "H", "H", "H", "H", "H", "H", "H", "H", "O"], "coordinates": [[0.241, 2.487, -0.885], [0.842, 1.094, -0.675], [0.285, 0.362, 0.559], [-1.235, 0.355, 0.673], [-1.852, -0.947, 0.082], [-1.615, -2.145, 0.898], [2.286, 1.056, -0.589], [0.915, 3.076, -1.509], [0.098, 3.043, 0.050], [-0.744, 2.422, -1.354], [0.567, 0.490, -1.545], [0.728, 0.857, 1.428], [0.721, -0.634, 0.541], [-1.621, 0.413, 1.699], [-1.635, 1.212, 0.149], [-1.378, -1.041, -0.892], [-2.941, -0.872, 0.067], [-2.076, -2.032, 1.778], [-0.642, -2.415, 1.007], [2.787, 1.298, -1.434], [2.693, 1.430, 0.247], [0.661, -3.746, -0.349], [1.641, -2.487, -0.209], [1.275, -3.276, 0.263]], "forces_ev_per_a": [[-0.019, 0.156, 0.200], [-0.182, -0.248, 0.159], [0.287, 0.702, 0.111], [-0.547, -0.995, 0.010], [0.727, 0.262, 1.079], [-0.057, 0.074, -0.854], [0.080, -0.443, -0.292], [-0.138, -0.007, -0.179], [0.158, -0.128, 0.067], [0.074, 0.081, -0.163], [0.071, -0.017, -0.121], [0.011, 0.065, 0.150], [-0.169, -0.213, 0.084], [0.398, 0.174, 0.051], [-0.233, 0.284, -0.130], [-0.458, -0.492, -0.341], [0.019, 0.271, -0.617], [0.034, -0.039, 0.556], [0.020, 0.149, -0.014], [-0.141, 0.089, 0.220], [0.029, 0.285, 0.118], [0.579, 0.579, 0.015], [-0.372, -0.685, -0.150], [-0.170, 0.097, 0.042]], "mulliken_charge": [-1.762, -0.553, -0.605, -0.349, -1.324, -0.727, -0.432, 0.667, 0.247, 0.378, 0.311, 0.261, -0.135, 0.423, 0.295, 0.631, 0.543, 0.237, 0.245, 0.391, 0.370, 0.648, 0.319, -1.079]}



4.
{"formula": "C5H16N2O2", "method": "ωB97M-V with the def2-TZVPD basis set", "orbital_gap_ev": 9.657, "relative_energy_kcal_mol": 34.7, "smiles": "CN[C@H](CO)CCN.O", "symbols": ["C", "N", "C", "C", "O", "C", "C", "N", "H", "H", "H", "H", "H", "H", "H", "H", "H", "H", "H", "H", "H", "H", "O", "H", "H"], "coordinates": [[-2.110, 0.783, 1.690], [-1.623, 1.123, 0.347], [-0.357, 0.490, -0.057], [0.970, 0.747, 0.660], [1.006, 0.025, 1.894], [-0.285, 0.704, -1.580], [0.861, 0.004, -2.294], [1.188, -1.391, -2.017], [-3.104, 1.190, 1.869], [-2.238, -0.295, 1.780], [-1.390, 1.085, 2.459], [-1.513, 2.135, 0.323], [-0.503, -0.597, 0.028], [1.696, 0.258, 0.017], [1.241, 1.794, 0.800], [0.377, 0.430, 2.483], [-1.226, 0.520, -2.098], [-0.091, 1.771, -1.765], [0.736, 0.106, -3.377], [1.786, 0.585, -2.131], [1.034, -1.635, -1.052], [0.647, -2.039, -2.569], [0.804, -2.794, 1.206], [0.414, -2.149, 1.798], [1.680, -2.853, 1.584]], "forces_ev_per_a": [[0.450, -0.425, -0.404], [0.236, 0.226, 0.881], [-1.152, -0.587, -1.315], [-0.689, -0.663, -0.174], [0.441, 0.095, -0.038], [0.740, 0.816, -0.234], [1.154, 0.171, -0.580], [-0.248, 0.060, -0.017], [0.177, 0.383, 0.036], [0.147, -0.159, -0.136], [-0.418, 0.207, 0.403], [-0.008, -0.119, -0.250], [-0.137, 0.095, 0.390], [0.451, 0.190, 0.193], [-0.098, 0.115, -0.052], [-0.226, 0.216, 0.386], [-0.222, -0.362, 0.537], [-0.131, 0.078, 0.048], [-0.230, -0.079, 0.088], [-0.191, -0.117, 0.195], [0.056, -0.169, 0.320], [-0.170, 0.028, -0.074], [-0.141, -0.196, -0.031], [-0.307, 0.422, -0.061], [0.516, -0.223, -0.113]], "mulliken_charge": [-0.870, -0.360, 0.341, -0.711, -0.475, -0.620, -0.929, -0.534, 0.342, 0.321, 0.253, 0.304, 0.047, 0.357, 0.300, 0.274, 0.401, 0.275, 0.442, 0.340, 0.268, 0.245, -0.621, 0.292, 0.318]}



5.
{"formula": "C5H16N2O3", "method": "ωB97M-V with the def2-TZVPD basis set", "orbital_gap_ev": 9.804, "relative_energy_kcal_mol": 44.9, "smiles": "CCN(C=O)CCN.O.O", "symbols": ["C", "C", "N", "C", "O", "C", "C", "N", "H", "H", "H", "H", "H", "H", "H", "H", "H", "H", "H", "H", "O", "H", "H", "O", "H", "H"], "coordinates": [[-1.214, 1.820, -0.370], [-1.022, 1.463, 1.117], [-0.072, 0.349, 1.271], [1.250, 0.677, 1.185], [2.032, -0.255, 1.023], [-0.456, -1.052, 1.440], [-0.251, -1.780, 0.120], [-1.028, -3.093, 0.059], [-1.825, 2.731, -0.348], [-1.881, 1.058, -0.744], [-0.345, 1.947, -0.992], [-0.697, 2.280, 1.759], [-1.984, 1.066, 1.443], [1.525, 1.735, 1.245], [0.115, -1.529, 2.238], [-1.482, -0.963, 1.767], [-0.822, -1.241, -0.630], [0.775, -1.939, -0.168], [-1.320, -3.279, 1.014], [-0.382, -3.824, -0.212], [2.792, 1.031, -1.514], [2.001, 0.683, -1.101], [3.503, 0.755, -0.931], [0.142, 0.323, -2.463], [-0.264, 0.266, -3.346], [0.909, 0.772, -2.862]], "forces_ev_per_a": [[-1.332, 0.800, 1.506], [0.189, -1.240, -0.660], [1.005, 1.892, 0.803], [-1.073, -2.661, -0.184], [1.150, 0.973, 0.370], [0.719, 0.694, -0.598], [-2.634, -1.347, -0.689], [0.841, 0.693, 0.810], [0.196, 0.114, -0.351], [0.171, -0.306, -0.663], [0.235, -0.030, 0.165], [-0.125, 0.134, -0.104], [-0.013, 0.415, 0.401], [-0.075, 0.102, -0.084], [0.166, 0.201, 0.049], [-0.516, -0.615, -0.208], [0.783, 0.743, -0.227], [0.211, 0.318, 0.139], [-0.047, -0.484, -0.116], [-0.132, -0.165, 0.166], [0.065, 0.377, -0.418], [-0.002, -0.320, 0.179], [-0.008, -0.112, 0.122], [0.582, 0.472, -2.112], [-1.001, -0.642, 0.585], [0.644, -0.007, 1.120]], "mulliken_charge": [-0.886, -0.744, 0.253, -0.102, -0.571, -0.874, 0.100, -0.738, 0.412, 0.264, 0.252, 0.465, 0.256, 0.369, 0.297, 0.424, -0.032, 0.352, 0.231, 0.255, -0.693, 0.379, 0.332, -0.502, 0.242, 0.257]}



6.
{"formula": "C5H16N3", "method": "ωB97M-V with the def2-TZVPD basis set", "orbital_gap_ev": 7.527, "total_charge": 1, "relative_energy_kcal_mol": 59.1, "symbols": ["C", "C", "C", "N", "H", "H", "H", "H", "H", "H", "H", "H", "C", "C", "N", "N", "H", "H", "H", "H", "H", "H", "H", "H"], "coordinates": [[-1.960, -0.333, 1.341], [-1.848, 1.204, 1.550], [0.045, 2.745, 1.120], [-0.660, 1.689, 0.831], [-2.167, -0.571, 0.305], [-1.054, -0.862, 1.686], [-2.826, -0.703, 1.949], [-2.750, 1.722, 1.104], [-1.790, 1.400, 2.650], [0.878, 2.981, 0.558], [-0.300, 3.357, 1.964], [-0.355, 1.074, 0.043], [1.623, -0.665, -0.755], [0.854, -1.732, -1.575], [-0.579, -1.377, -1.485], [3.070, -0.963, -0.767], [1.362, 0.363, -1.219], [1.228, -0.652, 0.299], [1.104, -1.813, -2.642], [1.096, -2.725, -1.134], [-1.104, -2.254, -1.578], [-0.827, -0.841, -2.310], [3.429, -0.809, -1.725], [3.530, -0.235, -0.211]], "forces_ev_per_a": [[-0.698, 0.303, 0.971], [-1.289, -0.794, 0.284], [-3.307, -2.098, 1.067], [1.582, 1.268, 0.045], [0.192, -0.072, -0.114], [-0.405, 0.302, -0.229], [0.786, 0.377, -0.460], [1.025, -0.495, 0.577], [0.207, 0.322, -1.057], [1.665, 0.466, -1.145], [0.308, -0.211, -0.367], [-0.170, 0.453, 0.515], [-0.043, 0.345, -0.946], [0.028, 0.212, 0.633], [-0.217, -0.917, -0.025], [-0.319, 1.193, -0.258], [0.301, -1.063, 0.543], [0.452, -0.270, -0.925], [0.670, 0.330, 0.365], [-0.495, 0.632, -0.143], [-0.033, 0.542, 0.134], [-0.017, -0.028, -0.028], [-0.282, -0.293, 0.687], [0.060, -0.502, -0.125]], "mulliken_charge": [-1.100, -0.355, -0.101, 0.046, 0.311, 0.321, 0.358, 0.272, 0.423, 0.312, 0.290, 0.167, -0.005, -0.670, -0.483, -0.679, 0.092, 0.097, 0.352, 0.346, 0.253, 0.233, 0.268, 0.250]}



Number 1: strongest force on any atom 0.91 eV/Å. Number 2: strongest force on any atom 0.35 eV/Å. Number 3: strongest force on any atom 1.33 eV/Å. Number 4: strongest force on any atom 1.84 eV/Å. Number 5: strongest force on any atom 3.04 eV/Å. Number 6: strongest force on any atom 4.06 eV/Å.